Computed, not measured: the molecule C4H8O2 at a distorted geometry, with ωB97M-V/def2-TZVPD.

The gap between HOMO and LUMO is 9.8 eV. The value obtained for the energy relative to the best compared isomer or geometry (same formula, charge and spin) is 255.72 kJ/mol. The calculated total energy is -307.61503 hartree.

```
! wB97M-V def2-TZVPD RIJCOSX def2/J DEFGRID3
* xyz 0 1
C -1.08 0.25 -1.16
C -0.28 0.43 0.16
O -0.30 1.77 0.54
C 0.04 -0.59 1.38
C 0.97 -0.36 0.24
O 1.15 -1.44 -0.61
H -1.97 0.89 -1.22
H -1.36 -0.79 -1.35
H -0.45 0.55 -2.02
H -0.12 1.70 1.48
H 0.55 -0.38 2.35
H -0.55 -1.49 1.47
H 1.85 0.24 0.49
H 1.57 -1.11 -1.41
*
```

These are the natural (NBO) partial charges, in e, on atoms 1 to 2: -0.633, 0.263